No. 1
6 unconnected molecules or ions with the total composition C37H82N5O7, computed with ωB97M-V with the def2-TZVPD basis set.

gap between HOMO and LUMO = 6.230 eV
LUMO level = 2.271 eV

The geometry in ORCA input format:
```
! RIJCOSX wB97M-V def2-TZVPD def2/J DEFGRID3
* xyz -1 1
C 1.62 1.20 0.15
C 1.03 1.13 1.62
O 1.57 1.71 2.54
O -0.09 0.57 1.85
H 2.50 0.64 -0.15
H 2.03 2.20 -0.01
H 0.80 1.06 -0.55
C -2.82 2.88 1.95
C -2.52 3.65 3.25
C -3.54 2.98 4.33
O -3.34 1.55 4.45
C -4.36 0.78 5.06
N -1.16 3.44 3.59
H -2.05 2.99 1.18
H -3.81 3.13 1.59
H -2.89 1.79 2.05
H -2.65 4.73 3.23
H -4.59 3.19 4.10
H -3.39 3.49 5.28
H -4.83 1.32 5.88
H -4.03 -0.23 5.27
H -5.21 0.74 4.38
H -0.90 3.98 4.40
H -0.54 3.78 2.88
C 4.03 5.78 5.96
C 3.95 4.65 4.85
C 4.72 3.31 5.39
O 6.03 3.72 5.57
C 6.87 2.67 5.99
N 2.52 4.39 4.51
H 3.48 5.68 6.90
H 4.11 6.77 5.51
H 5.05 5.77 6.36
H 4.26 4.87 3.83
H 4.58 2.53 4.65
H 4.28 2.90 6.30
H 7.84 3.00 6.37
H 7.06 1.91 5.22
H 6.44 2.21 6.88
H 1.97 4.02 5.27
H 2.52 3.66 3.81
C -1.45 -4.66 0.55
C -2.59 -3.64 0.58
C -3.57 -3.96 -0.56
C -5.00 -3.18 -0.33
C -5.69 -3.56 0.98
C -4.65 -3.32 2.17
N -3.29 -3.92 1.88
O -2.39 -4.02 2.95
C -4.77 -1.83 2.62
C -5.25 -4.28 3.30
C -2.21 -2.13 0.49
H -0.76 -4.47 1.37
H -0.87 -4.47 -0.35
H -1.74 -5.71 0.66
H -3.08 -3.61 -1.48
H -3.61 -5.03 -0.75
H -5.80 -3.37 -1.05
H -4.77 -2.14 -0.54
H -6.23 -4.51 1.06
H -6.50 -2.83 0.98
H -5.56 -1.55 3.31
H -3.82 -1.53 3.05
H -4.89 -1.18 1.75
H -4.50 -4.38 4.08
H -6.28 -4.14 3.64
H -5.30 -5.28 2.88
H -1.54 -2.16 -0.37
H -1.72 -1.72 1.37
H -3.06 -1.49 0.26
H -2.19 -3.11 3.15
C -1.63 1.35 -2.89
C -0.94 2.65 -3.28
C 0.37 2.24 -3.91
C 0.13 1.78 -5.33
C -0.65 2.78 -6.17
C -2.02 3.28 -5.55
N -1.71 3.50 -4.17
O -2.79 4.11 -3.52
C -2.54 4.54 -6.24
C -3.00 2.15 -5.89
C -0.40 3.41 -2.06
H -1.13 0.51 -2.41
H -2.02 0.74 -3.70
H -2.57 1.54 -2.36
H 1.01 3.13 -3.94
H 0.79 1.44 -3.30
H -0.31 0.79 -5.31
H 1.12 1.71 -5.79
H -0.64 2.41 -7.20
H -0.03 3.67 -6.31
H -1.84 5.35 -6.05
H -2.64 4.24 -7.28
H -3.54 4.73 -5.83
H -2.51 1.19 -5.75
H -3.94 2.12 -5.33
H -3.38 2.04 -6.91
H 0.42 2.89 -1.58
H -1.24 3.69 -1.42
H 0.04 4.38 -2.31
H -2.30 4.57 -2.83
C 2.91 -3.72 -4.15
C 2.73 -3.58 -2.63
C 2.89 -4.92 -1.97
C 4.42 -5.28 -1.74
C 5.14 -4.20 -0.97
C 5.01 -2.86 -1.66
N 3.54 -2.58 -1.91
O 3.18 -1.22 -2.20
C 5.54 -1.85 -0.67
C 5.90 -2.84 -2.95
C 1.24 -3.13 -2.23
H 3.45 -2.85 -4.51
H 3.48 -4.62 -4.41
H 1.99 -3.93 -4.70
H 2.36 -5.00 -1.02
H 2.37 -5.75 -2.47
H 4.35 -6.21 -1.18
H 4.92 -5.54 -2.67
H 6.21 -4.44 -1.01
H 4.74 -4.25 0.04
H 5.61 -0.89 -1.17
H 6.45 -2.29 -0.26
H 4.71 -1.66 -0.01
H 6.97 -2.78 -2.78
H 5.66 -1.90 -3.46
H 5.65 -3.62 -3.66
H 1.05 -2.23 -2.83
H 0.49 -3.87 -2.51
H 1.19 -2.97 -1.16
H 2.30 -1.30 -1.83
*
```

***

No. 2
A molecular structure, C37H83AsCl2F6N3O21Zn, computed with ωB97M-V with the def2-TZVPD basis set.

ΔE to the lowest compared entry with this formula, charge and spin = 0.000 eV
gap between HOMO and LUMO = 8.336 eV
LUMO level = -3.176 eV

The geometry in ORCA input format:
```
! RIJCOSX wB97M-V def2-TZVPD def2/J DEFGRID3
* xyz 1 1
Zn -11.71 -24.03 17.20
As -8.97 -24.80 14.54
F -10.20 -24.35 15.73
F -10.23 -24.96 13.38
F -7.77 -25.28 13.42
F -7.82 -24.72 15.84
F -9.21 -26.48 14.94
F -8.73 -23.15 14.15
C -6.37 -21.51 16.46
C -6.41 -22.34 17.75
C -6.24 -21.50 18.99
O -5.05 -20.78 18.91
C -4.72 -20.19 20.15
N -7.63 -23.16 17.78
H -7.00 -20.62 16.56
H -6.67 -22.07 15.57
H -5.34 -21.17 16.31
H -5.53 -23.00 17.65
H -6.31 -22.15 19.88
H -7.12 -20.83 19.08
H -3.78 -19.65 19.99
H -4.59 -20.93 20.94
H -5.48 -19.47 20.46
H -7.65 -23.79 16.98
H -7.60 -23.73 18.63
C -10.75 -27.80 18.94
C -10.85 -26.71 17.89
C -12.14 -26.89 17.09
O -12.43 -25.75 16.30
C -13.64 -25.93 15.55
N -10.85 -25.35 18.54
H -11.48 -27.69 19.75
H -9.77 -27.77 19.41
H -10.91 -28.79 18.52
H -10.03 -26.85 17.18
H -12.96 -27.07 17.81
H -12.06 -27.78 16.47
H -13.85 -25.10 14.88
H -14.48 -26.03 16.24
H -13.60 -26.85 14.97
H -9.89 -25.21 18.86
H -11.39 -25.45 19.40
C -10.57 -21.74 20.11
C -10.97 -21.31 18.70
C -10.34 -20.00 18.33
O -10.55 -19.85 16.94
C -10.06 -18.66 16.37
N -10.56 -22.40 17.74
H -9.50 -21.87 20.22
H -11.05 -22.68 20.38
H -10.92 -20.99 20.83
H -12.07 -21.25 18.67
H -9.25 -20.06 18.48
H -10.75 -19.14 18.87
H -8.96 -18.65 16.36
H -10.41 -17.77 16.92
H -10.37 -18.57 15.33
H -10.33 -21.79 16.93
H -9.55 -22.62 17.94
C -5.12 -26.67 15.32
C -4.55 -25.28 15.15
O -4.23 -24.73 16.45
C -3.71 -23.51 16.46
O -3.53 -22.81 15.50
O -3.45 -23.17 17.72
C -2.89 -21.87 17.94
H -5.34 -26.98 14.29
H -6.02 -26.70 15.93
H -4.38 -27.41 15.60
H -5.28 -24.67 14.62
H -3.59 -25.37 14.65
H -2.36 -21.92 18.88
H -3.69 -21.13 17.98
H -2.23 -21.60 17.12
C -3.98 -27.16 11.46
C -5.10 -26.16 11.35
O -4.66 -24.94 11.99
C -5.43 -23.87 11.78
O -6.40 -23.84 11.07
O -4.98 -22.90 12.56
C -5.70 -21.66 12.47
H -3.64 -27.32 12.48
H -3.16 -26.89 10.80
H -4.38 -28.12 11.10
H -6.00 -26.49 11.87
H -5.31 -26.00 10.29
H -5.17 -20.92 13.05
H -6.69 -21.82 12.91
H -5.80 -21.38 11.42
C -12.90 -24.56 11.64
C -13.91 -23.75 12.42
O -15.25 -24.05 12.04
C -15.81 -25.07 12.65
O -15.36 -25.65 13.62
O -16.95 -25.36 12.05
C -17.82 -26.28 12.67
H -13.13 -25.63 11.67
H -11.86 -24.44 11.95
H -12.92 -24.20 10.62
H -13.75 -22.69 12.24
H -13.84 -23.87 13.51
H -18.00 -26.04 13.72
H -17.48 -27.31 12.61
H -18.77 -26.18 12.16
C -5.52 -28.96 7.88
C -6.96 -28.93 7.41
O -7.92 -28.79 8.46
C -8.00 -27.61 9.06
O -7.26 -26.69 8.87
O -9.03 -27.64 9.90
C -9.20 -26.48 10.71
H -5.35 -29.69 8.68
H -5.23 -28.01 8.32
H -4.88 -29.18 7.03
H -7.21 -29.81 6.84
H -7.09 -28.05 6.77
H -9.65 -25.67 10.14
H -8.31 -26.09 11.21
H -9.95 -26.74 11.45
C -16.26 -21.58 16.81
C -14.95 -22.31 16.58
O -14.37 -21.75 15.40
C -13.12 -22.05 15.12
O -12.48 -22.97 15.60
O -12.66 -21.25 14.21
C -11.35 -21.56 13.65
H -16.09 -20.63 17.32
H -16.93 -22.10 17.49
H -16.71 -21.40 15.84
H -15.11 -23.38 16.44
H -14.31 -22.15 17.46
H -10.94 -20.61 13.35
H -11.46 -22.23 12.80
H -10.71 -21.99 14.43
C -15.06 -30.10 12.28
C -14.39 -29.03 13.10
O -12.99 -29.06 12.84
C -12.17 -29.37 13.83
O -12.48 -29.83 14.90
O -10.94 -29.10 13.43
C -9.91 -29.38 14.37
H -16.11 -30.22 12.59
H -14.66 -31.09 12.46
H -15.05 -29.89 11.22
H -14.59 -29.14 14.17
H -14.76 -28.03 12.87
H -9.80 -28.58 15.09
H -8.99 -29.41 13.80
H -10.08 -30.33 14.89
C -9.06 -22.18 10.89
Cl -10.33 -22.99 9.94
Cl -9.27 -20.42 10.96
H -8.99 -22.63 11.88
H -8.15 -22.32 10.33
*
```

***

No. 3
5 unconnected molecules or ions with the total composition C37H83BFIN6O10PS2, computed with ωB97M-V with the def2-TZVPD basis set.

gap between HOMO and LUMO = 6.604 eV
LUMO level = 1.744 eV

The geometry in ORCA input format:
```
! RIJCOSX wB97M-V def2-TZVPD def2/J DEFGRID3
* xyz -1 1
C -2.84 -3.23 3.06
C -1.45 -3.47 2.82
C 0.11 -3.14 2.35
I 1.24 -4.32 3.87
O 0.38 -3.99 1.14
P 1.74 -3.21 0.31
N 2.13 -4.86 -0.33
F 3.19 -2.76 -0.64
C 0.48 -3.08 -1.12
C 0.69 -1.85 -2.17
C 0.03 -2.37 -3.62
C -1.53 -2.84 -3.48
C -2.14 -3.44 -4.92
C -3.44 -2.60 -5.45
C -4.83 -2.87 -4.63
C -4.92 -4.32 -3.86
C -6.50 -4.71 -3.47
O 1.49 -1.62 1.01
C 0.53 -1.53 2.16
C -0.70 -0.68 1.42
C -0.41 0.91 1.24
C 0.63 1.33 0.06
S 1.96 2.42 0.90
C 3.64 1.58 0.84
S 4.00 0.40 2.05
N 4.61 2.00 -0.24
C 5.66 0.95 -0.52
C 7.03 1.09 0.37
O 7.51 2.46 0.57
C 6.81 3.43 -0.30
C 5.21 3.34 0.13
O 1.22 -0.90 3.30
B 0.31 -0.60 4.42
O 0.13 0.85 4.78
O -0.40 -1.57 5.27
H -3.92 -3.05 3.53
H 2.75 -3.57 1.31
H 3.01 -5.17 0.19
H 2.47 -4.79 -1.33
H -0.63 -2.99 -0.67
H 0.45 -4.08 -1.77
H 0.10 -0.86 -1.92
H 1.80 -1.57 -2.42
H 0.17 -1.56 -4.47
H 0.65 -3.31 -3.95
H -2.24 -1.93 -3.21
H -1.74 -3.68 -2.69
H -1.28 -3.33 -5.74
H -2.32 -4.62 -4.84
H -3.63 -2.75 -6.60
H -3.18 -1.44 -5.30
H -5.70 -2.87 -5.44
H -5.06 -1.97 -3.91
H -4.30 -4.26 -2.87
H -4.55 -5.23 -4.54
H -6.45 -5.53 -2.63
H -6.99 -5.12 -4.47
H -7.05 -3.71 -3.12
H -1.68 -0.78 2.09
H -0.99 -1.11 0.37
H -1.46 1.42 0.97
H -0.08 1.45 2.25
H 0.09 2.06 -0.70
H 1.13 0.45 -0.52
H 5.25 -0.17 -0.49
H 5.99 1.11 -1.66
H 7.00 0.56 1.42
H 7.90 0.52 -0.24
H 6.98 3.25 -1.44
H 7.16 4.55 -0.07
H 4.60 4.24 -0.34
H 5.11 3.46 1.31
H -0.89 0.96 4.82
H -1.39 -1.56 5.09
C 0.26 -3.06 9.80
C -1.25 -2.97 10.03
C -2.04 -4.14 9.42
O -2.22 -4.05 8.00
C -1.12 -4.53 7.24
N -1.73 -1.67 9.53
H 0.54 -2.82 8.77
H 0.79 -2.36 10.45
H 0.62 -4.07 10.02
H -1.41 -2.99 11.11
H -3.06 -4.12 9.84
H -1.61 -5.11 9.70
H -0.63 -5.38 7.72
H -0.41 -3.72 7.06
H -1.50 -4.86 6.27
H -2.71 -1.57 9.76
H -1.73 -1.72 8.50
C 4.02 9.22 2.21
C 2.92 8.22 1.86
C 3.03 6.88 2.63
O 4.04 6.00 2.12
C 5.35 6.27 2.60
N 2.91 8.01 0.41
H 4.98 8.96 1.77
H 3.76 10.22 1.85
H 4.15 9.29 3.30
H 1.96 8.68 2.15
H 2.08 6.34 2.51
H 3.16 7.04 3.71
H 5.34 6.63 3.63
H 5.84 6.99 1.95
H 5.92 5.34 2.56
H 2.12 7.42 0.17
H 3.72 7.43 0.18
C 0.77 -1.32 -10.79
C -0.19 -2.08 -9.89
C -0.21 -1.58 -8.43
O 0.91 -2.00 -7.65
C 2.07 -1.21 -7.81
N 0.12 -3.52 -9.97
H 1.82 -1.58 -10.61
H 0.57 -1.54 -11.85
H 0.67 -0.24 -10.65
H -1.20 -1.93 -10.31
H -1.10 -2.00 -7.94
H -0.33 -0.49 -8.38
H 1.83 -0.15 -7.96
H 2.67 -1.59 -8.63
H 2.67 -1.30 -6.89
H -0.58 -4.03 -9.44
H 0.98 -3.67 -9.43
C -6.22 4.73 1.05
C -5.52 3.67 1.90
C -4.06 3.41 1.47
O -3.92 2.60 0.30
C -4.04 3.31 -0.92
N -6.32 2.44 1.88
H -6.50 4.36 0.06
H -7.14 5.06 1.53
H -5.58 5.61 0.92
H -5.50 4.05 2.93
H -3.57 2.84 2.28
H -3.49 4.34 1.37
H -3.63 4.32 -0.85
H -5.09 3.35 -1.23
H -3.49 2.76 -1.69
H -5.90 1.77 2.53
H -6.19 2.01 0.96
*
```